# 1
The following is a DFT calculation (the ωB97M-V functional and the def2-TZVPD basis) of a molecular structure, C51H56IN5O2P2Sr in a non-equilibrium geometry.

Each line ends with the Mulliken charge.
Atoms and positions in Å:
Sr1 0.60265 -0.39637 1.24863  -0.116
C1 -5.56657 3.56377 -2.07486  -1.501
C2 -4.71991 4.56467 -1.33890  0.730
C3 -5.16625 5.86211 -1.12055  -0.660
C4 -4.39590 6.78547 -0.42968  -0.783
C5 -3.14400 6.41521 0.03735  -0.798
C6 -2.66504 5.13473 -0.18825  -0.243
C7 -3.45558 4.20472 -0.85913  0.090
N1 -3.00263 2.88773 -1.11010  0.453
C8 -2.03120 2.21379 -0.37517  -1.563
N2 -2.12539 2.44058 0.97164  0.732
C9 -1.04607 2.97285 1.79015  0.841
C10 0.27133 2.63018 1.49707  0.414
C11 1.19343 3.52895 2.06308  -0.755
C12 0.84900 4.54962 2.94683  -1.201
C13 -0.47348 4.68559 3.34364  -1.156
C14 -1.45512 3.89634 2.76040  1.053
C15 -2.89525 4.01090 3.17668  -1.700
N3 -1.16457 1.43670 -0.93629  2.027
C16 -1.09673 1.47460 -2.35119  -1.073
C17 -2.02975 0.80779 -3.14873  0.039
C18 -1.91111 0.76083 -4.53184  -1.042
C19 -0.84344 1.38692 -5.14860  -0.983
C20 0.07376 2.08086 -4.36886  -1.070
C21 -0.03585 2.15473 -2.98558  1.141
C22 0.92418 2.98045 -2.18749  -0.950
H1 -6.57042 3.95333 -2.23698  0.417
H2 -5.64371 2.62895 -1.51558  0.275
H3 -5.14634 3.32088 -3.05609  0.293
H4 -6.14616 6.14460 -1.48802  0.363
H5 -4.76978 7.78703 -0.26215  0.393
H6 -2.52591 7.12223 0.57548  0.453
H7 -1.68012 4.85822 0.16478  0.605
H8 -3.15727 2.54781 -2.04471  0.495
H9 -3.02910 2.81697 1.20944  0.385
H10 2.25736 3.45484 1.85928  -0.081
H11 1.61020 5.20864 3.35159  0.403
H12 -0.75565 5.41095 4.09882  0.372
H13 -2.98252 4.62183 4.07479  0.450
H14 -3.28758 3.01595 3.40520  0.291
H15 -3.52041 4.47722 2.40544  0.227
H16 -2.85870 0.30206 -2.66690  0.273
H17 -2.65365 0.23414 -5.11909  0.514
H18 -0.73432 1.35864 -6.22510  0.429
H19 0.89190 2.60600 -4.84989  0.418
H20 1.73431 3.34835 -2.82080  0.515
H21 1.32267 2.42549 -1.35221  -0.136
H22 0.41379 3.83362 -1.73344  0.177
O1 1.35319 -1.14331 3.56792  -0.455
P1 2.36365 -1.68270 2.62688  1.970
C23 1.48031 -2.56573 1.15773  -2.413
P2 1.76020 -1.94352 -0.60921  0.942
O2 1.56706 -0.46506 -0.80939  -0.226
C24 3.20021 -2.80088 -1.26802  1.491
C25 3.58836 -2.42313 -2.55202  -0.988
C26 4.57961 -3.13189 -3.21047  -0.664
C27 5.17948 -4.22187 -2.59437  -0.691
C28 4.79651 -4.59636 -1.31452  -0.761
C29 3.80944 -3.88611 -0.64724  -0.288
C30 0.44256 -2.78477 -1.50882  1.511
C31 -0.17852 -2.08049 -2.53466  -0.315
C32 -1.04359 -2.74262 -3.39637  -0.492
C33 -1.29110 -4.09378 -3.23429  -0.667
C34 -0.67786 -4.79908 -2.20462  -0.666
C35 0.19602 -4.15043 -1.35318  -0.644
C36 3.25705 -0.41853 1.65426  0.913
C37 4.29310 -0.95434 0.87520  -1.472
C38 4.98524 -0.17249 -0.02582  -0.610
C39 4.62395 1.15865 -0.17697  -1.090
C40 3.64969 1.71267 0.63276  -0.656
C41 2.98275 0.95983 1.59361  -0.705
C42 3.51937 -2.88381 3.28045  0.229
C43 3.01953 -4.15003 3.58688  -0.394
C44 3.85479 -5.10741 4.13765  -0.824
C45 5.18586 -4.80051 4.38789  -0.503
C46 5.67804 -3.53415 4.10688  -0.762
C47 4.84733 -2.57132 3.55451  -0.234
H23 0.35899 -2.55345 1.24152  1.096
H24 1.73654 -3.62363 1.15327  0.457
H25 3.11101 -1.57616 -3.03260  0.469
H26 4.88027 -2.83600 -4.20667  0.466
H27 5.94810 -4.77987 -3.11259  0.404
H28 5.26996 -5.43986 -0.82965  0.480
H29 3.54272 -4.17988 0.36083  0.142
H30 0.00032 -1.01980 -2.65358  0.452
H31 -1.53002 -2.18632 -4.18561  0.471
H32 -1.97044 -4.60445 -3.90438  0.406
H33 -0.87779 -5.85451 -2.07300  0.443
H34 0.69478 -4.71852 -0.57506  0.342
H35 4.56715 -1.99502 0.97545  0.714
H36 5.78085 -0.60419 -0.61929  0.453
H37 5.11868 1.77650 -0.91505  0.395
H38 3.39500 2.75535 0.51961  0.225
H39 2.30217 1.43939 2.30144  1.677
H40 1.97249 -4.38001 3.42296  0.461
H41 3.46555 -6.08678 4.38104  0.434
H42 5.83955 -5.54916 4.81567  0.413
H43 6.71006 -3.29184 4.32188  0.430
H44 5.22983 -1.58031 3.34744  0.454
N4 -1.45368 -3.16229 1.53617  -0.552
C48 -2.76943 -3.23589 0.87166  -0.825
C49 -3.51655 -1.90724 0.94362  0.400
C50 -4.38113 -1.67637 -0.28476  -1.124
N5 -3.51838 -1.48682 -1.45003  -0.292
H45 -1.03600 -4.08801 1.48948  0.227
H46 -1.59286 -2.91695 2.52119  -0.148
H47 -3.38489 -4.02005 1.32875  0.319
H48 -2.61004 -3.50177 -0.17506  0.310
H49 -2.79390 -1.08728 1.03882  -0.417
H50 -4.13046 -1.85480 1.84222  0.502
H51 -5.06401 -0.83902 -0.09879  0.404
H52 -5.00195 -2.56017 -0.46735  0.443
H53 -2.90887 -0.68993 -1.29045  -0.236
H54 -4.05922 -1.28518 -2.28253  0.358
I1 -2.15194 -1.16809 4.31642  -0.275
C51 -1.48362 0.74625 3.40412  -0.655
H55 -0.39025 0.72164 3.49818  0.364
H56 -1.77989 0.66214 2.34800  -0.082

Summary:
HOMO level ... -5.1 eV
2S+1 ... 1
Kohn-Sham gap ... 0.168 hartree
Strongest force on any atom ... 9.3 eV Å⁻¹
LUMO energy ... -0.58 eV
Charge ... 0

=====

# 2
The following is a DFT calculation (the ωB97M-V functional and the def2-TZVPD basis) of 10 unconnected molecules or ions with the total composition C51H56N10O17 in a non-equilibrium geometry.

Each line ends with the Mulliken charge.
Atoms and positions in Å:
C1 18.33282 10.62666 16.49524  -0.716
C2 18.97228 10.57262 17.76728  -0.408
C3 19.04998 11.72354 18.53402  -0.442
C4 18.51688 12.93794 17.97284  -0.149
C5 17.88432 12.93360 16.72231  0.219
C6 17.67032 11.73328 16.04592  -0.349
N1 18.51412 14.23470 18.76250  1.108
O1 18.93668 14.18628 19.93382  -0.622
O2 18.22718 15.33230 18.26707  -0.669
H1 18.11446 9.68628 16.01112  0.367
H2 19.26118 9.63726 18.22338  0.377
H3 19.41522 11.70462 19.55022  0.392
H4 17.52401 13.84618 16.27088  0.380
H5 17.13596 11.75454 15.10762  0.478
C7 12.93492 8.98014 15.46130  -0.539
C8 12.58736 10.17017 16.03722  -0.408
C9 12.00468 10.20940 17.30564  1.285
C10 11.67586 9.02410 18.02842  -0.858
C11 11.88462 7.83798 17.26116  -0.406
C12 12.54066 7.77144 16.05219  -0.742
N2 11.09240 9.08964 19.43004  1.035
O3 10.90898 8.06048 20.02146  -0.625
O4 10.79452 10.16006 19.90406  -0.514
H6 13.43632 8.96379 14.50488  0.503
H7 12.67434 11.12372 15.53764  0.222
H8 11.77532 11.19232 17.68993  0.242
H9 11.56586 6.92908 17.74974  0.448
H10 12.77214 6.77766 15.69830  0.386
C13 14.34782 16.53680 11.95444  0.020
C14 15.52692 16.33016 12.59702  -0.054
C15 16.66258 16.03328 11.79154  -0.294
C16 16.57070 15.88534 10.41121  -0.395
C17 15.32840 16.03896 9.79778  -0.411
C18 14.20742 16.37339 10.54690  -0.951
N3 17.73642 15.74372 9.58393  0.951
O5 18.84486 15.83590 10.07508  -0.597
O6 17.51422 15.34452 8.44848  -0.583
H11 13.48076 16.80144 12.54142  0.404
H12 15.60520 16.23082 13.66958  0.366
H13 17.65701 15.83580 12.16374  0.499
H14 15.20078 16.05130 8.72542  0.444
H15 13.28788 16.62382 10.03882  0.492
C19 11.95908 17.91546 16.68845  -0.470
C20 11.10262 17.91612 17.79360  -0.436
C21 9.69332 17.77348 17.61474  -0.498
C22 9.12612 17.83486 16.34102  0.226
C23 9.99198 17.81079 15.21840  -0.639
C24 11.41486 17.82570 15.41578  -0.234
N4 7.63242 17.73272 16.26763  0.860
O7 7.11314 17.24222 15.22018  -0.557
O8 6.93984 18.28540 17.14885  -0.525
H16 13.03348 17.95774 16.78964  0.385
H17 11.59744 17.97752 18.75161  0.496
H18 9.05714 17.87956 18.48100  0.511
H19 9.65894 17.85640 14.19204  0.443
H20 12.13654 17.70973 14.62070  0.468
C25 14.65120 12.23620 9.54828  -0.315
C26 13.56224 12.87050 10.13762  -0.806
C27 13.60030 13.24430 11.46182  -0.078
C28 14.68232 12.96264 12.23424  -0.194
C29 15.82440 12.49394 11.59068  -0.120
C30 15.83294 12.07874 10.27636  -0.868
N5 14.62322 13.26302 13.66048  1.185
O9 13.55222 13.14094 14.19286  -0.555
O10 15.63412 13.45824 14.27846  -0.440
H21 14.68130 12.13844 8.47312  0.417
H22 12.70046 13.05256 9.51266  0.419
H23 12.73844 13.65772 11.96450  0.475
H24 16.77258 12.56290 12.10312  0.397
H25 16.68924 11.66764 9.76242  0.449
C31 13.92714 16.44790 20.82440  -0.230
C32 14.50642 16.52213 22.06564  -0.628
C33 13.75644 16.02816 23.16218  -0.441
C34 12.46714 15.55930 23.05590  -0.492
C35 11.89644 15.49016 21.71584  -0.157
C36 12.64186 15.90396 20.64706  0.080
N6 11.75696 15.00554 24.30142  0.984
O11 12.41006 14.88374 25.34542  -0.580
O12 10.57216 14.73844 24.05856  -0.562
H26 14.48622 16.86634 20.00054  0.254
H27 15.46140 17.02208 22.13264  0.526
H28 14.29430 16.11236 24.09492  0.415
H29 10.93002 15.07352 21.47324  0.595
H30 12.24842 15.83126 19.64390  0.249
C37 10.44886 12.90418 15.50716  -0.963
C38 11.08080 13.69718 16.44354  0.094
C39 10.67746 13.65412 17.75336  0.400
C40 9.56406 12.82334 18.17646  -0.324
C41 8.92134 12.09026 17.20268  -0.462
C42 9.44854 12.08870 15.92118  -0.554
N7 9.13172 12.70900 19.56870  1.107
O13 9.74930 13.27514 20.47592  -0.571
O14 8.17952 12.03986 19.88778  -0.653
H31 10.86146 12.85638 14.51024  0.435
H32 11.89536 14.37380 16.23128  0.326
H33 11.28250 14.20882 18.45526  0.122
H34 8.09750 11.42340 17.41001  0.526
H35 8.95178 11.49488 15.16820  0.435
C43 16.68360 12.51896 21.90102  -1.095
C44 15.57914 12.12166 20.94662  0.848
O15 15.96248 11.34192 20.02373  -0.708
N8 14.38960 12.62534 21.13248  0.242
C45 13.21666 12.40480 20.30268  -0.485
H36 16.50778 13.57416 22.11018  0.275
H37 17.70424 12.39970 21.53748  0.181
H38 16.59006 11.95978 22.83196  0.367
H39 14.21750 13.14434 21.98166  0.098
H40 13.46948 11.84484 19.40234  0.295
H41 12.76540 13.29386 19.86222  -0.235
H42 12.38060 11.94192 20.82694  0.415
C46 20.06352 18.33758 18.25944  -0.662
C47 18.97122 19.15280 18.91956  0.716
O16 19.17226 20.33300 18.96352  -0.654
N9 17.82997 18.56872 19.19442  0.062
C48 16.61235 19.23550 19.62844  -0.741
H43 20.81953 18.25384 19.04016  0.233
H44 20.50270 18.79196 17.37132  0.295
H45 19.71720 17.35374 17.94282  0.032
H46 17.77380 17.57720 19.01053  0.166
H47 16.55572 19.48024 20.68911  0.317
H48 15.76256 18.57796 19.44506  0.051
H49 16.35444 20.14525 19.08630  0.335
C49 14.49952 13.19962 17.39252  1.022
C50 14.51014 14.71452 17.27279  -0.263
O17 13.70592 15.42600 17.83801  -0.293
N10 15.49986 15.24934 16.55136  1.841
C51 15.58298 16.68957 16.31324  -1.005
H50 13.51310 12.73602 17.38124  -0.566
H51 14.92394 12.93526 18.36108  -0.518
H52 15.13726 12.63736 16.71042  -0.314
H53 15.96844 14.64868 15.88824  -0.629
H54 16.42828 16.91280 15.66230  0.618
H55 15.62730 17.28094 17.22780  -0.048
H56 14.67690 16.99346 15.78906  -0.002

Summary:
SMILES string ... O=[N+]([O-])c1ccccc1.O=[N+]([O-])c1ccccc1.O=[N+]([O-])c1ccccc1.O=[N+]([O-])c1ccccc1.O=[N+]([O-])c1ccccc1.O=[N+]([O-])c1ccccc1.O=[N+]([O-])c1ccccc1.CNC(C)=O.CNC(C)=O.CNC(C)=O
HOMO level ... -9.3 eV
2S+1 ... 1
Kohn-Sham gap ... 0.279 hartree
Strongest force on any atom ... 5.5 eV Å⁻¹
LUMO energy ... -1.72 eV
Charge ... 0

=====

# 3
The following is a DFT calculation (the ωB97M-V functional and the def2-TZVPD basis) of a molecular structure, C51H57AsN5O2P2S3V in a non-equilibrium geometry.

Each line ends with the Löwdin spin population.
Atoms and positions in Å:
V1 -0.17688 -0.36594 -0.33995  1.942
C1 3.23172 -0.51444 -2.92500  0.000
C2 2.71355 0.88066 -2.75340  -0.001
P1 0.90694 1.09481 -2.60393  -0.004
C3 0.68119 2.92188 -2.41177  0.000
C4 -0.52790 3.30778 -1.85138  0.002
C5 -0.88677 4.64449 -1.86902  0.000
C6 -0.04253 5.56476 -2.39380  0.000
C7 1.22085 5.18007 -2.88341  0.000
C8 1.56101 3.87676 -2.96800  0.000
C9 0.40193 0.63389 -4.27739  -0.002
C10 0.46910 1.56922 -5.33863  -0.001
C11 0.35107 1.08323 -6.62342  0.000
C12 -0.05687 -0.25163 -6.85116  0.000
C13 -0.18450 -1.14645 -5.82448  0.000
C14 0.04536 -0.66830 -4.51690  0.000
C15 3.31956 -1.41501 -1.65577  -0.002
P2 1.72997 -2.14360 -1.17818  -0.004
C16 1.47786 -3.32345 -2.61352  0.000
C17 0.13132 -3.81538 -2.69725  0.000
C18 -0.11796 -4.85461 -3.55405  0.000
C19 0.92737 -5.34804 -4.37806  0.000
C20 2.16823 -4.73111 -4.36919  0.000
C21 2.48113 -3.74269 -3.45681  0.000
C22 2.29549 -3.35502 0.00075  -0.001
C23 2.45834 -4.69022 -0.26680  -0.001
C24 3.00912 -5.50164 0.78088  0.000
C25 3.36115 -4.95724 2.00418  -0.001
C26 3.18707 -3.57579 2.22280  0.000
C27 2.60282 -2.80172 1.26300  0.000
H1 4.30812 -0.42570 -3.39221  0.000
H2 2.80232 -1.06653 -3.71032  0.000
H3 2.97251 1.54021 -3.62164  0.000
H4 3.16818 1.33405 -1.84554  0.000
H5 -1.12849 2.50867 -1.48564  0.002
H6 -1.84338 4.90239 -1.37746  0.000
H7 -0.28330 6.63782 -2.37076  0.000
H8 1.83804 6.01361 -3.22994  0.000
H9 2.47514 3.66904 -3.50581  0.000
H10 0.67150 2.66428 -5.25499  0.000
H11 0.47661 1.69695 -7.51728  0.000
H12 -0.29293 -0.56033 -7.83997  0.000
H13 -0.47069 -2.14783 -6.01849  0.000
H14 -0.04911 -1.31145 -3.64153  0.000
H15 3.59007 -0.79767 -0.78359  0.000
H16 4.01730 -2.21184 -1.78735  -0.001
H17 -0.54292 -3.37800 -2.04342  0.000
H18 -1.10046 -5.36030 -3.58144  0.000
H19 0.71698 -6.07005 -5.10527  0.000
H20 2.99311 -5.10386 -4.95224  0.000
H21 3.52496 -3.37568 -3.26288  0.000
H22 2.15288 -5.11974 -1.16667  0.000
H23 3.22984 -6.55028 0.61315  0.000
H24 3.66666 -5.56513 2.87444  0.000
H25 3.43257 -3.15455 3.19285  0.000
H26 2.50377 -1.71227 1.42716  0.000
O1 -0.44916 -1.40310 1.12468  -0.017
H27 -1.47749 -3.27185 0.01449  0.000
H28 -1.05720 -1.07197 1.73885  0.007
N1 -1.55653 1.10019 0.68873  0.004
C28 -1.68963 1.73855 1.63579  0.012
C29 -1.77616 2.47337 2.88760  0.001
C30 -2.05378 1.84868 4.07351  0.001
C31 -2.13903 2.66399 5.21179  0.000
C32 -1.81844 4.03713 5.06465  0.002
C33 -1.58477 4.64191 3.78061  0.000
C34 -1.62246 3.83280 2.70575  0.001
H29 -2.21264 0.78609 4.18702  0.000
H30 -2.36984 2.23843 6.16676  0.000
H31 -1.78595 4.72121 5.90425  0.000
H32 -1.41481 5.68857 3.74570  0.000
H33 -1.40403 4.20313 1.70745  0.000
S1 -2.07981 -5.44247 5.76737  0.000
C35 -2.31804 -4.66424 4.39527  0.000
S2 -2.04137 -5.29995 2.73604  0.000
C36 -2.49990 -3.79197 2.02660  0.000
N2 -2.88344 -2.94903 2.88572  0.000
N3 -2.75615 -3.33596 4.17002  0.000
C37 -3.17069 -2.44260 5.22070  0.000
C38 -2.43068 -2.32140 6.40579  0.000
C39 -2.83959 -1.40904 7.36850  0.000
C40 -3.97660 -0.63207 7.15647  0.000
C41 -4.69579 -0.73729 5.97645  0.000
C42 -4.33394 -1.68869 5.03528  0.000
S3 -2.74275 -3.51891 0.30926  -0.001
H34 -1.48155 -2.83373 6.48750  0.000
H35 -2.29539 -1.26927 8.27423  0.000
H36 -4.35748 0.01231 7.97126  0.000
H37 -5.52973 -0.12031 5.85422  0.000
H38 -4.85656 -1.69764 4.10273  0.000
C43 -4.38051 -0.72788 -1.09090  0.002
As1 -2.94038 -0.74419 -2.28875  0.005
C44 -2.96604 0.90147 -3.21766  0.001
C45 -3.17452 -2.36061 -3.22369  -0.001
O2 -1.49327 -1.03806 -1.54056  0.030
H39 -5.32827 -0.87864 -1.64241  0.000
H40 -4.53383 0.25147 -0.58692  0.000
H41 -4.25015 -1.51273 -0.36206  0.000
H42 -3.78851 1.56490 -2.90176  0.000
H43 -3.00509 0.65468 -4.25556  0.000
H44 -1.98908 1.35620 -2.87002  0.000
H45 -3.90331 -2.21622 -3.99293  0.000
H46 -3.64714 -3.10664 -2.48840  0.000
H47 -2.23538 -2.72287 -3.62663  0.000
N4 1.38485 0.86644 0.42209  0.002
C46 1.94300 1.78086 0.83741  0.013
N5 2.41616 2.84790 1.45922  0.006
C47 2.06590 3.05030 2.87826  0.001
C48 1.99267 4.53267 3.04186  0.000
C49 3.27694 5.26266 2.59741  0.000
C50 3.47293 5.00614 1.07217  0.000
C51 3.67215 3.46518 0.95127  0.001
H48 2.85637 2.62040 3.47584  0.000
H49 1.13775 2.54988 3.12061  0.000
H50 1.70787 4.80578 4.09184  0.000
H51 1.14390 4.83181 2.43403  0.000
H52 4.13237 4.87740 3.14091  0.000
H53 3.17420 6.34702 2.82330  0.000
H54 4.36916 5.55910 0.69847  0.000
H55 2.60887 5.26226 0.47150  0.000
H56 4.50690 3.08403 1.58860  0.000
H57 3.90687 3.13330 -0.08108  0.000

Summary:
HOMO level (alpha / beta) ... -11.7 / -11.7 eV
2S+1 ... 3
Kohn-Sham gap (alpha / beta) ... 0.258 / 0.256 hartree
Strongest force on any atom ... 3.5 eV Å⁻¹
LUMO energy (alpha / beta) ... -4.70 / -4.73 eV
Charge ... +2